1.
122
Properties=species:S:1:pos:R:3:lowdin_charge:R:1 method="wB97M-V/def2-TZVPD" charge=+1 lumo_energy_ev="-2.9 / -4.2" s_squared=12.059 multiplicity=7 homo_energy_ev="-8.969 / -9.622" homo_lumo_gap_ev="6.059 / 5.411" energy_ha=-9085.194040
Eu 0.936 0.226 1.854 1.3107
O -5.737 0.707 4.747 0.0036
C -4.783 0.724 4.015 -0.9659
S -4.165 -0.693 3.248 0.9953
C -2.678 -0.093 2.543 -1.1773
C -2.410 1.395 2.759 -1.1212
S -1.044 2.248 2.182 0.5086
S -3.743 2.178 3.539 0.9606
S -1.712 -1.063 1.639 0.5127
C -1.366 1.743 -0.818 0.0360
N -2.531 1.842 -1.311 -0.0249
C -3.542 0.625 -1.325 -0.2434
P -2.820 -0.885 -2.114 1.0752
C -2.623 0.000 -3.802 -0.3636
C -3.762 0.215 -4.600 -0.0946
C -3.644 0.883 -5.832 -0.0730
C -2.426 1.470 -6.138 -0.0822
C -1.330 1.264 -5.319 -0.0770
C -1.390 0.466 -4.171 -0.1145
C -4.315 -1.885 -2.298 -0.4300
C -5.597 -1.432 -1.957 -0.0954
C -6.725 -2.237 -2.189 -0.0430
C -6.523 -3.512 -2.770 -0.0591
C -5.257 -3.949 -3.070 -0.0811
C -4.159 -3.147 -2.828 -0.1154
C -3.057 3.136 -1.735 -0.1911
C -3.818 3.299 -2.861 -0.0168
C -4.286 4.552 -3.232 -0.0608
C -4.034 5.657 -2.441 -0.0644
C -3.287 5.503 -1.284 -0.0563
C -2.848 4.237 -0.918 -0.0132
P 2.580 1.955 -0.307 0.9760
C 1.917 3.645 -0.541 -0.3684
C 1.809 4.349 0.655 -0.1377
C 1.406 5.680 0.759 -0.0222
C 1.140 6.259 -0.518 -0.0633
C 1.239 5.551 -1.712 -0.0900
C 1.691 4.250 -1.754 -0.0913
C 4.079 1.914 -1.282 -0.3587
C 4.039 1.417 -2.541 -0.1120
C 5.196 1.322 -3.307 -0.0738
C 6.410 1.764 -2.808 -0.0728
C 6.453 2.264 -1.505 -0.0795
C 5.308 2.387 -0.765 -0.0664
H -0.899 0.809 -0.544 0.0282
H -0.764 2.633 -0.814 0.0883
H -4.402 0.981 -1.784 0.0460
H -3.805 0.488 -0.241 0.1064
H -4.734 -0.189 -4.348 0.1024
H -4.488 1.036 -6.456 0.0992
H -2.392 1.989 -7.111 0.1200
H -0.393 1.722 -5.573 0.1002
H -0.473 0.189 -3.607 0.1118
H -5.727 -0.490 -1.335 0.1166
H -7.640 -1.832 -1.805 0.1017
H -7.372 -4.112 -2.953 0.0962
H -5.171 -4.972 -3.338 0.1012
H -3.165 -3.590 -3.037 0.1097
H -4.127 2.562 -3.570 0.0941
H -4.987 4.603 -4.069 0.1208
H -4.394 6.657 -2.800 0.1318
H -3.072 6.318 -0.623 0.1097
H -2.297 4.216 0.059 0.1202
H 2.010 3.814 1.565 0.0139
H 1.312 6.107 1.721 0.1005
H 0.777 7.285 -0.537 0.1044
H 1.151 6.088 -2.680 0.1201
H 1.814 3.596 -2.617 0.1136
H 3.126 1.037 -2.974 0.0977
H 5.215 0.945 -4.302 0.0947
H 7.368 1.690 -3.333 0.1129
H 7.438 2.549 -1.174 0.1069
H 5.290 2.719 0.250 0.1020
O 6.481 -5.823 2.928 -0.0656
H 6.406 -6.360 3.704 0.0218
H 7.234 -5.262 3.146 0.0400
Br 2.693 1.698 3.365 -0.1435
O 1.149 0.002 -0.269 -0.6138
O 1.611 0.958 -1.225 -0.4505
C 3.213 -4.550 -1.890 -0.1013
N 3.280 -4.679 -0.338 -0.0687
C 2.668 -6.017 0.009 -0.1288
N 1.357 -6.209 -0.571 -0.1366
C 1.413 -6.002 -2.021 -0.1724
N 1.883 -4.676 -2.392 -0.1465
C 1.070 -3.505 -1.981 -0.2992
P 0.746 -3.495 -0.134 1.0272
C 2.514 -3.622 0.374 -0.3224
C 0.331 -5.324 0.060 -0.2845
H 3.922 -5.287 -2.259 0.1455
H 3.585 -3.571 -2.080 0.1278
H 4.287 -4.655 -0.069 0.2012
H 2.663 -6.120 1.117 0.1555
H 3.372 -6.783 -0.330 0.1438
H 0.419 -6.146 -2.419 0.1307
H 1.988 -6.761 -2.516 0.1320
H 0.097 -3.570 -2.564 0.1044
H 1.545 -2.620 -2.398 0.0889
H 2.565 -3.762 1.451 0.0611
H 2.925 -2.661 0.128 0.0828
H -0.575 -5.685 -0.350 0.0751
H 0.278 -5.521 1.158 0.1064
F -0.025 -1.046 4.474 -0.0044
C 0.665 -0.473 5.528 -0.1752
C 0.041 0.564 6.036 -0.1859
F -1.124 0.967 5.560 0.1100
C 0.558 1.237 7.213 -0.0051
C 1.743 0.635 7.721 -0.1117
C 2.353 -0.411 7.054 -0.1980
F 3.483 -0.830 7.565 0.1472
C 1.912 -0.983 5.934 -0.0866
C 2.521 -2.073 5.203 -0.1650
C 2.191 -2.123 3.858 -0.2058
N 1.964 -2.057 2.718 0.0420
C 3.690 -2.719 5.696 -0.2095
N 4.665 -3.289 5.979 0.1439
F 2.335 1.104 8.808 0.1484
C -0.052 2.453 7.615 -0.1373
C 0.335 3.136 8.735 -0.2034
N 0.791 3.835 9.531 0.2125
C -1.085 3.158 6.897 -0.1654
N -1.870 3.841 6.386 0.1894

---

2.
127
Properties=species:S:1:pos:R:3:lowdin_charge:R:1 method="wB97M-V/def2-TZVPD" lumo_energy_ev=-1.7 multiplicity=1 homo_energy_ev=-7.122 homo_lumo_gap_ev=5.468 relative_energy_ev=19.1121 energy_ha=-3876.465026
C 9.913 14.427 -15.447 -0.0780
C 11.260 14.368 -15.024 -0.0505
C 12.189 15.005 -15.810 -0.0116
C 11.801 15.756 -16.932 -0.1389
C 10.476 15.768 -17.321 0.0057
C 9.505 15.099 -16.570 -0.0821
N 12.787 16.584 -17.638 -0.3649
O 13.841 16.781 -17.076 0.0847
O 12.448 17.052 -18.698 0.0804
H 9.217 13.937 -14.778 0.0962
H 11.455 13.908 -14.068 0.1082
H 13.199 15.058 -15.423 0.1166
H 10.241 16.409 -18.162 0.1102
H 8.460 15.089 -16.838 0.0630
C -1.016 16.766 -16.173 -0.0484
C -2.172 17.539 -16.326 -0.0616
C -2.165 18.753 -17.001 -0.0085
C -1.008 19.184 -17.612 -0.1522
C 0.131 18.393 -17.504 -0.0045
C 0.148 17.195 -16.794 -0.0635
N -0.970 20.382 -18.448 -0.3473
O -1.688 21.312 -18.139 0.0952
O -0.383 20.273 -19.508 0.0743
H -1.149 15.836 -15.636 0.1083
H -3.108 17.238 -15.874 0.1081
H -3.102 19.279 -17.129 0.1235
H 1.091 18.781 -17.827 0.1033
H 1.051 16.598 -16.827 0.0833
C 4.615 20.577 -13.330 -0.0828
C 3.594 21.047 -12.516 -0.0711
C 3.897 21.817 -11.401 -0.0011
C 5.228 22.046 -11.061 -0.1382
C 6.251 21.609 -11.898 0.0022
C 5.944 20.855 -13.030 -0.0625
N 5.553 22.914 -9.921 -0.3661
O 6.719 23.179 -9.754 0.0781
O 4.657 23.313 -9.216 0.0852
H 4.321 19.847 -14.075 0.1001
H 2.604 20.614 -12.446 0.1137
H 3.099 22.193 -10.776 0.1187
H 7.261 21.877 -11.624 0.1165
H 6.734 20.620 -13.729 0.1014
C 4.190 20.693 -20.085 -0.0634
C 4.849 20.702 -18.859 -0.0706
C 4.167 21.133 -17.732 -0.0346
C 2.955 21.803 -17.854 -0.1447
C 2.339 21.864 -19.086 -0.0171
C 2.956 21.319 -20.230 -0.0445
N 2.478 22.587 -16.690 -0.3508
O 2.929 22.268 -15.611 0.0688
O 1.792 23.549 -16.937 0.1068
H 4.689 20.193 -20.906 0.1023
H 5.833 20.327 -18.613 0.1034
H 4.637 21.153 -16.758 0.1144
H 1.459 22.458 -19.298 0.1183
H 2.416 21.452 -21.154 0.1103
C -1.216 14.785 -20.733 -0.0454
C -0.589 13.773 -21.468 -0.0488
C 0.783 13.547 -21.387 0.0284
C 1.532 14.509 -20.712 -0.1738
C 0.925 15.418 -19.889 -0.0123
C -0.442 15.568 -19.881 -0.0380
N 2.990 14.488 -20.771 -0.3096
O 3.621 15.190 -20.010 -0.0028
O 3.513 13.791 -21.623 0.1031
H -2.295 14.831 -20.786 0.1098
H -1.176 13.167 -22.145 0.1091
H 1.320 12.848 -22.013 0.1221
H 1.504 15.989 -19.174 0.1115
H -1.001 16.174 -19.179 0.1027
C 3.029 13.597 -18.404 0.0069
C 4.260 14.199 -18.490 -0.0015
C 5.203 13.935 -17.492 0.0423
C 4.935 13.018 -16.509 -0.1330
C 3.693 12.390 -16.455 0.1105
C 2.706 12.716 -17.359 -0.2144
N 5.985 12.719 -15.544 -0.3250
O 5.644 12.176 -14.497 0.0984
O 7.161 12.954 -15.818 0.0587
H 2.264 13.889 -19.116 0.1012
H 4.527 14.769 -19.369 0.0094
H 6.192 14.378 -17.513 0.1066
H 3.481 11.611 -15.734 0.1505
H 1.776 12.169 -17.339 0.0007
C 6.689 14.510 -22.949 -0.0619
C 5.894 15.640 -22.812 -0.0629
C 6.122 16.460 -21.724 -0.0160
C 6.940 16.068 -20.686 -0.1478
C 7.669 14.879 -20.797 0.0115
C 7.516 14.070 -21.922 -0.0420
N 6.965 16.756 -19.392 -0.3121
O 7.576 16.233 -18.486 0.0456
O 6.455 17.858 -19.308 0.0698
H 6.583 13.897 -23.836 0.1124
H 5.137 15.866 -23.548 0.1147
H 5.585 17.386 -21.539 0.1162
H 8.368 14.657 -20.002 0.1178
H 8.146 13.196 -21.997 0.1109
C 0.828 13.159 -12.834 -0.0755
C 0.059 12.129 -13.367 -0.0680
C 0.041 11.954 -14.747 0.0010
C 0.842 12.754 -15.559 -0.1044
C 1.627 13.755 -15.034 -0.0366
C 1.555 13.985 -13.672 -0.0474
N 0.810 12.525 -17.014 -0.3280
O 1.498 13.292 -17.661 0.0201
O 0.149 11.636 -17.487 0.0433
H 0.672 13.407 -11.792 0.1037
H -0.597 11.499 -12.785 0.1036
H -0.475 11.145 -15.250 0.1139
H 2.130 14.478 -15.660 0.0825
H 2.026 14.892 -13.315 0.1110
C 7.227 16.820 -14.759 -0.0400
C 5.913 16.114 -14.767 -0.2036
O 4.979 16.763 -15.623 0.0388
C 3.833 16.094 -15.816 -0.5694
O 3.555 15.086 -15.244 0.0900
O 3.027 16.703 -16.663 -0.0042
C 3.583 17.658 -17.562 -0.0238
H 8.013 16.415 -14.129 0.0881
H 7.092 17.869 -14.480 0.0750
H 7.587 16.815 -15.790 0.0617
H 5.417 16.117 -13.791 0.1384
H 6.110 15.063 -14.991 0.1024
H 3.237 17.434 -18.576 0.0954
H 4.649 17.529 -17.753 0.0824
H 3.370 18.683 -17.276 0.0844

---

3.
19
Properties=species:S:1:pos:R:3:lowdin_charge:R:1 method="wB97M-V/def2-TZVPD" lumo_energy_ev="0.5 / 0.5" multiplicity=1 homo_energy_ev="-6.937 / -6.937" homo_lumo_gap_ev="7.441 / 7.442" relative_energy_ev=5.3004 energy_ha=-310.864485
C -1.207 0.500 1.531 -0.0823
C -0.420 0.644 0.232 -0.4232
C -1.257 1.292 -0.870 -0.0773
C 0.108 -0.718 -0.212 -0.3981
C 1.132 -0.755 -1.216 0.0540
C 1.157 -1.381 0.715 -0.0610
O 2.528 -0.985 0.017 -0.1580
H -0.596 -0.022 2.274 0.0679
H -1.503 1.477 1.930 0.0773
H -2.123 -0.083 1.364 0.0822
H 0.457 1.280 0.432 0.1396
H -1.603 2.289 -0.574 0.0782
H -2.144 0.683 -1.087 0.0827
H -0.691 1.397 -1.805 0.0723
H -0.698 -1.440 -0.385 0.1592
H 1.280 -1.655 -1.802 0.1196
H 1.578 0.147 -1.637 0.1156
H 1.183 -2.470 0.589 0.0594
H 2.821 -0.201 0.503 0.0920

---

4.
48
Properties=species:S:1:pos:R:3:lowdin_charge:R:1 method="wB97M-V/def2-TZVPD" charge=+4 lumo_energy_ev=-18.4 multiplicity=1 homo_energy_ev=-23.322 homo_lumo_gap_ev=4.902 energy_ha=-1653.268959
Hf 0.025 0.422 0.210 1.2945
C -1.843 -0.671 -0.192 -0.0334
O -2.894 -1.178 -0.449 0.2581
C -0.398 2.321 -0.108 -0.0638
O -0.654 3.490 -0.148 0.3123
C 2.065 -0.031 -0.274 -0.0656
O 3.214 -0.188 -0.485 0.2644
C -1.682 0.445 -3.170 -0.4996
P -0.027 0.045 -2.381 0.9900
H 0.489 -1.415 -4.188 0.1220
H -2.342 -0.322 -2.734 0.0860
C 1.088 1.095 -3.466 -0.4697
H 0.544 1.160 -4.421 0.1213
C -1.706 0.312 -4.706 -0.0422
H -1.137 -0.542 -5.092 0.0884
H -1.337 1.231 -5.188 0.1095
H -2.752 0.181 -5.020 0.1359
C -2.215 1.816 -2.761 -0.0732
H -1.659 2.629 -3.249 0.1030
C 1.433 -2.414 -2.537 -0.1041
H -2.193 1.990 -1.679 0.0400
H -3.264 1.883 -3.091 0.1320
C -1.023 -2.508 -3.101 -0.0611
H 1.109 -3.135 -1.777 0.0791
H 1.914 -3.003 -3.333 0.1344
H 2.193 -1.768 -2.079 0.0421
C 0.248 -1.644 -3.136 -0.4921
H -0.751 -3.561 -3.247 0.1253
H -1.722 -2.241 -3.906 0.0990
H -1.548 -2.418 -2.138 0.0591
C 2.456 0.462 -3.734 -0.0523
H 3.003 0.284 -2.799 0.0647
H 3.042 1.164 -4.341 0.1290
H 2.389 -0.480 -4.293 0.0979
C 1.264 2.502 -2.896 -0.0855
H 0.318 3.018 -2.689 0.0593
H 1.812 3.099 -3.641 0.1299
H 1.858 2.499 -1.975 0.0803
H 0.366 -1.917 -0.524 0.0537
H 0.291 -2.214 0.207 0.1807
S -0.336 1.682 4.570 1.2717
C 1.125 0.703 4.505 -0.2182
C 1.289 0.113 3.307 -0.1621
N 0.267 0.409 2.396 -0.2331
C -0.720 1.233 2.939 -0.3792
H 1.801 0.619 5.348 0.1294
H 2.107 -0.553 2.940 0.1562
H -1.584 1.566 2.396 0.0859

---

5.
73
Properties=species:S:1:pos:R:3:lowdin_charge:R:1 method="wB97M-V/def2-TZVPD" charge=+2 lumo_energy_ev="-6.7 / -12.4" s_squared=0.767 multiplicity=2 homo_energy_ev="-16.599 / -16.599" homo_lumo_gap_ev="9.906 / 4.199" energy_ha=-3089.374348
Hf 0.094 -0.078 0.534 2.1429
P -1.320 -1.014 4.477 0.1703
F -0.782 -0.311 3.113 -0.2333
F -1.301 -2.405 3.615 -0.1551
F 0.253 -1.243 4.894 -0.1527
F -1.837 -1.728 5.849 -0.1223
F -1.304 0.356 5.267 -0.1008
F -2.808 -0.732 4.043 -0.1094
F 0.557 1.808 1.777 -0.4322
C 3.503 -0.265 -3.051 -0.6212
F 4.298 0.759 -3.202 0.2111
F 3.817 -1.146 -3.989 0.1981
F 3.791 -0.814 -1.863 0.1413
S 1.633 0.233 -3.015 0.7224
O 1.658 1.622 -3.412 -0.1016
O 0.936 -0.658 -4.001 -0.0841
O 1.075 0.113 -1.589 -0.3596
C 0.855 -2.973 -1.625 -0.0956
O 1.117 -2.210 -0.467 -0.1860
H 1.721 -2.990 -2.287 0.1012
H 0.561 -4.002 -1.416 0.1140
H 0.066 -2.499 -2.208 0.0804
H 1.888 -2.634 -0.082 0.1154
C -2.625 1.660 1.872 -0.0814
O -2.172 0.512 1.160 -0.2345
H -3.428 2.214 1.386 0.0983
H -2.966 1.267 2.830 0.0988
H -1.849 2.421 1.956 0.0876
H -3.028 0.098 1.025 0.1132
C -2.532 3.849 -0.938 -0.0113
C -2.049 2.452 -1.269 -0.4200
C -1.889 2.139 -2.749 -0.1685
O -1.917 0.815 -3.128 -0.2277
C -1.982 0.415 -4.459 -0.0506
N -0.750 2.224 -0.671 0.0344
H -1.949 4.610 -1.456 0.1052
H -2.466 3.992 0.141 0.0896
H -3.514 4.023 -1.377 0.1064
H -2.784 1.746 -0.883 0.1308
H -0.959 2.516 -3.175 0.1372
H -2.749 2.607 -3.229 0.1497
H -1.054 0.638 -4.986 0.0919
H -2.882 0.821 -4.919 0.1152
H -2.097 -0.665 -4.560 0.1059
H -0.757 2.993 -0.016 0.0782
H -0.242 2.686 -1.412 0.0863
C 3.394 -1.538 3.470 -0.0146
C 2.717 -0.459 2.583 -0.3377
C 3.466 -0.078 1.275 -0.1305
O 2.527 0.642 0.433 -0.3427
C 3.146 1.803 -0.068 -0.0651
N 1.404 -1.046 2.311 -0.0215
H 2.824 -1.799 4.362 0.0958
H 4.377 -1.151 3.737 0.0997
H 3.535 -2.517 3.013 0.0919
H 2.587 0.471 3.136 0.1606
H 3.852 -0.920 0.701 0.1203
H 4.459 0.319 1.486 0.1500
H 4.055 1.624 -0.641 0.1042
H 3.396 2.384 0.820 0.1206
H 2.388 2.329 -0.647 0.0887
H 0.991 -1.114 3.230 0.0526
H 1.676 -2.017 2.367 0.0971
C -2.504 -1.732 -0.986 -0.1543
C -2.016 -2.669 0.075 -0.1746
O -1.147 -2.066 1.007 -0.1422
O -1.560 -0.672 -1.148 -0.1839
H -3.484 -1.270 -0.869 0.1436
H -2.503 -2.229 -1.956 0.1450
H -1.405 -3.419 -0.425 0.1130
H -2.879 -3.267 0.368 0.1638
H -1.222 -2.680 1.741 0.1074
H -1.905 -0.154 -1.879 0.0351

---

6.
13
Properties=species:S:1:pos:R:3:lowdin_charge:R:1 method="wB97M-V/def2-TZVPD" lumo_energy_ev=0.6 multiplicity=1 homo_energy_ev=-7.639 homo_lumo_gap_ev=8.250 relative_energy_ev=4.4801 energy_ha=-340.630267
C 2.127 -0.167 0.157 -0.0218
N -0.589 -1.101 -0.291 0.0781
C -1.353 -0.056 -0.049 -0.5540
C 0.979 0.559 -0.348 -0.1515
C -0.833 1.229 -0.005 -0.0662
O -2.711 -0.136 0.171 0.0414
N 0.437 1.553 -0.759 0.1358
H -2.905 -1.017 0.515 0.1008
H -1.085 -1.828 -0.813 0.0529
H -1.245 2.068 0.530 0.0973
H 2.315 -1.029 -0.483 0.0932
H 3.002 0.483 0.235 0.0926
H 1.861 -0.559 1.141 0.1015